88
Properties=species:S:1:pos:R:3:mulliken_charge:R:1 method="wB97M-V/def2-TZVPD" spin_multiplicity=1 relative_energy_kj_mol=0.0 homo_energy_ev=-6.5
Ca -0.98710 -1.17337 -0.62054 1.05
C 0.86857 -1.33434 -4.47366 -1.90
C 2.29534 -1.22125 -3.91603 1.88
C 3.08238 -0.25792 -4.81062 -1.83
C 2.92900 -2.61199 -3.99324 -2.05
P 2.08816 -0.71940 -2.11951 0.49
C 1.78136 1.09199 -2.31876 -0.97
N 1.13937 1.67369 -1.16068 0.22
B 0.15043 0.97181 -0.34773 0.95
N -0.08573 1.94950 0.71956 0.15
C -0.95341 1.82669 1.87105 -1.46
P -1.53085 0.07824 2.17076 0.61
C -3.20401 0.34651 2.94643 2.20
C -3.20489 1.09655 4.27788 -2.05
C -3.88753 -1.01650 3.12047 -1.95
C -4.03655 1.13982 1.92234 -2.10
C -0.27878 -0.53995 3.41662 2.34
C 0.99133 -0.85015 2.61711 -1.98
C -0.78599 -1.84336 4.03960 -2.22
C 0.11459 0.42967 4.53714 -2.00
C 0.71046 3.07145 0.55286 0.25
C 0.82271 4.22159 1.31151 -0.49
C 1.72637 5.20028 0.90165 -0.89
C 2.48825 5.02533 -0.24595 -0.81
C 2.37221 3.87212 -1.01972 -0.76
C 1.48782 2.88887 -0.60922 0.65
C 3.72860 -0.78385 -1.22676 2.19
C 3.95341 -2.20546 -0.70182 -1.76
C 4.95113 -0.33826 -2.02568 -1.99
C 3.58154 0.14363 -0.00983 -2.39
H 0.91848 -1.70033 -5.50203 0.59
H 0.34341 -0.37896 -4.49915 0.37
H 0.25576 -2.02940 -3.89790 0.28
H 3.03102 -0.60897 -5.84391 0.53
H 4.13326 -0.19548 -4.54000 0.30
H 2.67048 0.75049 -4.79732 0.30
H 2.85576 -2.97982 -5.01913 0.51
H 2.41733 -3.32813 -3.34781 0.40
H 3.98440 -2.60465 -3.72223 0.34
H 1.11327 1.15040 -3.18878 0.43
H 2.67266 1.66405 -2.59232 0.21
H -1.83104 2.47161 1.76846 0.73
H -0.43264 2.17271 2.77128 0.33
H -2.80212 0.49140 5.09040 0.31
H -4.23267 1.35409 4.54535 0.53
H -2.63870 2.02741 4.22939 0.30
H -3.42084 -1.63190 3.88660 0.33
H -3.89884 -1.57977 2.18476 0.26
H -4.92573 -0.85329 3.41471 0.57
H -3.82781 2.20735 1.96470 0.44
H -5.09393 0.99938 2.14958 0.62
H -3.88135 0.80001 0.89635 0.17
H 0.83360 -1.63819 1.87128 0.21
H 1.76298 -1.20653 3.30333 0.58
H 1.37077 0.02834 2.09854 0.23
H -1.20657 -2.52587 3.29788 0.38
H -1.54558 -1.66317 4.79918 0.38
H 0.04943 -2.35184 4.52579 0.54
H 0.73837 1.24188 4.16572 0.40
H 0.71267 -0.11241 5.27442 0.53
H -0.73445 0.86422 5.06158 0.26
H 0.22058 4.36210 2.19988 0.47
H 1.82814 6.10774 1.47943 0.39
H 3.17766 5.79818 -0.55720 0.39
H 2.96006 3.75610 -1.92126 0.44
H 4.04167 -2.94377 -1.49542 0.31
H 3.13720 -2.51624 -0.04667 0.25
H 4.87818 -2.23068 -0.11962 0.52
H 5.21404 -1.04582 -2.81205 0.35
H 5.81300 -0.26070 -1.35725 0.48
H 4.81015 0.64215 -2.48222 0.33
H 2.62860 0.00869 0.49801 0.26
H 3.65951 1.19537 -0.28402 0.32
H 4.38019 -0.08006 0.70168 0.69
F -6.78468 -0.89616 0.36637 -0.41
C -5.67937 -1.22965 -0.35560 0.76
C -5.17486 -2.51394 -0.26154 -0.74
C -4.04343 -2.84982 -0.98346 -0.35
C -3.38440 -1.92617 -1.82520 -0.50
C -2.13775 -2.24737 -2.51430 -1.60
C -3.92475 -0.62462 -1.85276 0.27
C -5.07259 -0.28069 -1.14796 -0.66
H -5.67392 -3.24102 0.36502 0.45
H -3.66655 -3.86556 -0.92146 0.38
H -1.95826 -1.62453 -3.39144 0.43
H -1.99960 -3.30282 -2.74134 0.32
H -3.46128 0.12635 -2.48762 0.32
H -5.48712 0.71635 -1.20589 0.39

=====

57
Properties=species:S:1:pos:R:3:mulliken_charge:R:1 method="wB97M-V/def2-TZVPD" smiles=CCCCN(Cc1ccccc1)C1CCN(Cc2ccccc2)CC1 spin_multiplicity=1 relative_energy_kj_mol=2.0 homo_energy_ev=-8.1
C -1.70292 -3.96712 0.08109 -1.18
C -2.93101 -3.06416 0.03931 -0.65
C -2.65670 -1.64668 0.54031 0.15
C -1.74676 -0.84668 -0.39773 -1.11
N -1.56567 0.51469 0.08425 0.66
C -2.25932 1.50017 -0.72483 -1.04
C -3.75008 1.32382 -0.60591 0.47
C -4.35619 1.44243 0.63970 -0.33
C -5.72058 1.27079 0.77727 -0.56
C -6.49914 0.97925 -0.33151 -0.43
C -5.90461 0.86019 -1.57469 -0.69
C -4.53667 1.03050 -1.70960 -0.32
C -0.21937 0.89802 0.46804 -0.87
C 0.30026 0.03747 1.62054 -0.31
C 1.66670 0.54305 2.07238 -1.17
N 2.60738 0.48578 0.97059 0.43
C 3.96407 0.79346 1.38753 -1.14
C 4.95787 0.45353 0.30991 0.54
C 5.99294 1.31869 -0.01426 -0.43
C 6.90921 0.98219 -0.99636 -0.59
C 6.79478 -0.22130 -1.66936 -0.38
C 5.76109 -1.08849 -1.35451 -0.59
C 4.85109 -0.75460 -0.36905 -0.14
C 2.17455 1.34957 -0.11188 -0.87
C 0.82994 0.88286 -0.65627 -0.43
H -1.97113 -4.98331 -0.19987 0.41
H -0.93625 -3.61969 -0.60653 0.27
H -1.28249 -3.98902 1.08432 0.28
H -3.31367 -3.01586 -0.98299 0.34
H -3.71253 -3.50649 0.66148 0.37
H -2.19706 -1.68892 1.52879 0.20
H -3.60319 -1.11315 0.63726 0.04
H -0.78211 -1.35074 -0.47962 0.34
H -2.19583 -0.83589 -1.39855 0.32
H -1.96824 1.45191 -1.78952 0.43
H -1.99323 2.49374 -0.35000 0.46
H -3.74116 1.66020 1.49998 0.33
H -6.18106 1.36409 1.75028 0.38
H -7.56573 0.84525 -0.22529 0.39
H -6.50607 0.63197 -2.44279 0.39
H -4.07862 0.93635 -2.68481 0.37
H -0.29606 1.93000 0.83819 0.36
H 0.40428 -0.99838 1.29991 0.18
H -0.40397 0.07468 2.45230 0.37
H 2.04290 -0.09257 2.87904 0.47
H 1.56887 1.57259 2.46754 0.39
H 4.07423 1.85495 1.67862 0.33
H 4.18520 0.18347 2.27093 0.40
H 6.08435 2.26255 0.50537 0.35
H 7.71169 1.66396 -1.23839 0.38
H 7.50770 -0.48259 -2.43767 0.38
H 5.66763 -2.02886 -1.87841 0.38
H 4.03899 -1.41990 -0.11879 0.37
H 2.92926 1.31103 -0.90178 0.50
H 2.08943 2.40063 0.22751 0.29
H 0.94245 -0.12814 -1.04926 0.11
H 0.52054 1.53869 -1.47221 0.39

=====

73
Properties=species:S:1:pos:R:3:lowdin_spin:R:1 method="wB97M-V/def2-TZVPD" spin_multiplicity=6 s2=8.773 charge=+3 homo_energy_ev="-17.1 / -17.6"
Pt -0.96155 0.21221 0.46224 1.86
C 2.72248 -0.52070 2.64652 0.00
C 2.00629 -0.37761 1.46193 0.01
N 0.69893 -0.37643 1.72670 0.17
N 0.53901 -0.49121 3.05906 0.02
C 1.76053 -0.58384 3.62922 0.00
B -0.88263 -0.42402 3.67788 0.00
N -1.44118 0.99935 3.42581 0.01
C -2.03427 1.88687 4.26121 0.00
C -2.34690 3.02377 3.56014 0.01
C -1.92915 2.76221 2.25898 0.01
N -1.38617 1.54578 2.18882 0.16
N -1.81756 -1.42152 2.92322 0.01
C -2.55932 -2.49408 3.30729 0.01
C -3.35996 -2.88784 2.25997 0.01
C -3.06597 -2.00353 1.23174 0.02
N -2.14534 -1.13066 1.63978 0.15
N -0.78570 -0.68069 5.21426 0.10
C -0.28538 0.13301 6.09955 0.20
C -0.44141 -0.48298 7.40798 0.42
C -1.05845 -1.72614 7.14083 0.02
N -1.20206 -1.87656 5.84801 0.24
H 3.79231 -0.57597 2.77128 0.00
H 2.36275 -0.26137 0.44962 0.00
H 1.89258 -0.70089 4.69371 0.00
H -2.21843 1.66441 5.30047 0.00
H -2.81246 3.91909 3.93795 0.00
H -1.98483 3.41036 1.40414 0.00
H -2.46539 -2.90667 4.29046 0.00
H -4.06240 -3.70463 2.24411 0.00
H -3.49889 -1.93092 0.24489 0.00
H 0.17262 1.08080 5.83836 0.00
H -0.08344 -0.11671 8.36186 0.02
H -1.31455 -2.51791 7.83071 0.00
C 3.36228 1.73167 -2.24951 0.00
C 2.91747 1.23496 -3.62495 0.10
As 1.52689 -0.13786 -3.49398 0.52
C 2.29751 -1.65023 -2.52388 0.08
C 3.74330 -1.89860 -2.94957 0.03
C 1.30433 -0.87108 -5.31811 0.08
C 2.14310 -0.16745 -6.37801 0.02
H 4.15710 2.46700 -2.36852 0.00
H 3.76099 0.92523 -1.63096 0.00
H 2.54869 2.22784 -1.72055 0.00
H 3.71909 0.73337 -4.16924 0.02
H 2.51940 2.04175 -4.23557 0.00
H 1.65852 -2.50226 -2.75398 0.00
H 2.20144 -1.46245 -1.45505 0.00
H 3.83216 -2.08396 -4.02024 0.00
H 4.10417 -2.79431 -2.44280 0.01
H 4.40817 -1.07933 -2.68146 0.00
H 0.24422 -0.77437 -5.54318 0.00
H 1.55254 -1.92536 -5.19770 0.01
H 1.88310 0.88401 -6.48680 0.00
H 1.92377 -0.63679 -7.33689 0.01
H 3.21428 -0.27664 -6.22283 0.00
F 0.20988 2.86269 -2.77355 0.01
C -0.92211 2.38866 -3.30456 0.02
F -0.59493 1.73498 -4.42631 0.02
F -1.71455 3.39008 -3.61412 0.01
C -1.58439 1.39504 -2.26111 0.04
O -0.58021 0.81781 -1.48317 0.41
C -2.36399 0.26574 -3.01166 0.01
F -1.49361 -0.57150 -3.59417 0.02
F -3.19076 0.73055 -3.91764 0.00
F -3.04268 -0.48106 -2.10897 0.00
C -2.59167 2.23144 -1.41699 0.01
F -1.93508 3.23798 -0.83786 0.00
F -3.61888 2.68359 -2.07963 0.00
F -3.08042 1.44649 -0.39577 0.05
O -0.61017 -1.84143 -0.88537 0.09
H -0.36009 -2.65308 -0.42077 0.00
H -1.35295 -2.06806 -1.46326 0.00

=====

20
Properties=species:S:1:pos:R:3:mulliken_charge:R:1 method="wB97M-V/def2-TZVPD" smiles="C[C@H](C=O)NCCN" spin_multiplicity=1 relative_energy_kj_mol=244.2 homo_energy_ev=-8.8
C 1.83553 -1.79803 -0.25340 -1.38
C 0.61137 -0.82153 -0.41229 0.31
C 0.89190 -0.03485 -1.67568 -0.08
O 1.36958 -0.39011 -2.72269 -0.49
N 0.54598 0.08284 0.72753 -0.28
C -0.71653 0.17813 1.42707 -0.85
C -1.94665 0.75507 0.58070 -0.40
N -1.50020 1.98797 -0.08490 -0.58
H 1.87403 -2.23829 0.73692 0.38
H 1.69548 -2.47593 -1.09824 0.38
H 2.74905 -1.23195 -0.48833 0.29
H -0.25251 -1.47949 -0.43018 0.35
H 0.71240 1.03740 -1.55681 0.29
H 0.98155 0.98856 0.68871 0.31
H -0.75631 0.74215 2.35858 0.40
H -0.96389 -0.84704 1.74772 0.31
H -2.74721 1.08025 1.25825 0.30
H -2.34368 0.04524 -0.15473 0.30
H -1.18270 1.80654 -1.01936 0.23
H -0.85720 2.61307 0.37113 0.24

=====

Number 1: E_tot -2805.81827 Eh. Number 2: E_tot -1005.12266 Eh. Number 3: E_tot -4721.93322 Eh. Number 4: E_tot -382.40954 Eh.